No. 1
This record from OMol25 describes a cluster of 2 separate species, C2H14N6 in total. The level of theory is ωB97M-V/def2-TZVPD.

The calculation puts the electronic energy at -11236.2637 eV. As for the SMILES: CN(N)N(N)N.CN. The calculation puts the strongest force on any atom at 4.33 eV/A. Its LUMO energy is 0.870 eV. As for the highest occupied orbital energy: -0.281 hartree. The charge is 0. The calculation puts the orbital gap at 8.53 eV.

```
22
C2H14N6 ωB97M-V/def2-TZVPD
C 1.934 -0.836 -0.345
N 0.724 -0.952 -1.147
N 1.044 -0.794 -2.513
N -0.431 0.052 -0.524
N -0.546 1.187 -1.341
N -1.579 -0.733 -0.576
H 1.712 -1.081 0.699
H 2.695 -1.561 -0.663
H 2.381 0.170 -0.396
H 0.908 0.177 -2.804
H 0.436 -1.364 -3.095
H 0.398 1.486 -1.588
H -0.921 1.942 -0.766
H -1.445 -1.415 -1.320
H -2.370 -0.144 -0.820
C -0.596 0.336 2.969
N -0.708 1.236 1.835
H 0.461 0.135 3.170
H -1.107 -0.614 2.772
H -1.027 0.787 3.870
H -1.701 1.426 1.700
H -0.260 0.560 0.883
```

Mulliken atomic charge list, values in e, 8 entries: -0.712, -0.144, -0.556, 0.415, -0.844, -0.633, 0.279, 0.286

No. 2
This record from OMol25 describes a cluster of 4 separate species, C2H14NO3 in total. The level of theory is ωB97M-V/def2-TZVPD.

The calculation puts the electronic energy at -9911.7669 eV. As for the spin multiplicity: 2. The calculation puts the strongest force on any atom at 4.94 eV/A. Its LUMO energy (alpha / beta) is -7.866 / -15.498 eV. As for the highest occupied orbital energy (alpha / beta): -0.672 / -0.652 hartree. The charge is +2. The calculation puts the orbital gap (alpha / beta) at 10.43 / 2.25 eV.

```
20
C2H14NO3 ωB97M-V/def2-TZVPD
C -0.390 0.010 2.581
C -0.788 0.265 1.119
N -0.963 -1.133 0.509
H 0.181 -0.883 2.638
H -1.242 -0.075 3.204
H 0.372 0.980 2.823
H -0.036 0.672 0.509
H -1.678 0.788 1.009
H -1.582 -1.012 -0.326
H -0.236 -1.955 0.183
H -1.500 -1.700 1.172
H 0.950 -0.177 -2.955
H 0.733 -1.472 -3.767
O 0.786 -1.100 -2.903
H 1.704 -2.928 -0.246
H 0.873 -3.023 -1.609
O 0.777 -2.895 -0.640
H 1.278 5.687 -0.839
H 0.043 4.800 -0.947
O 0.718 5.148 -1.515
```

Mulliken atomic charge list, values in e, 8 entries: -1.024, -0.335, -0.417, 0.361, 0.376, 0.284, 0.321, 0.342

No. 3
This record from OMol25 describes a cluster of 4 separate species, C2H14NO3S in total. The level of theory is ωB97M-V/def2-TZVPD.

The calculation puts the electronic energy at -20761.2182 eV. The calculation puts the strongest force on any atom at 6.94 eV/A. Its LUMO energy is -3.182 eV. As for the highest occupied orbital energy: -0.462 hartree. The charge is +1. The calculation puts the orbital gap at 9.39 eV.

```
21
C2H14NO3S ωB97M-V/def2-TZVPD
C -1.320 0.879 1.503
C 0.008 0.403 0.867
S 0.841 1.822 0.005
N -2.257 -0.282 1.469
H -1.798 1.742 0.896
H -1.077 1.141 2.566
H -0.086 -0.530 0.309
H 0.816 0.077 1.526
H 1.536 2.433 1.097
H -3.238 -0.024 1.156
H -2.418 -0.843 2.227
H -1.917 -1.122 0.809
H -0.625 -1.697 -1.417
H -2.048 -2.311 -1.696
O -1.614 -1.862 -0.931
H 0.297 -0.191 -2.906
H 1.366 -1.223 -2.490
O 0.715 -0.496 -2.192
H 2.757 -0.680 -0.825
H 3.296 -1.385 0.452
O 2.569 -1.424 -0.165
```

Mulliken atomic charge list, values in e, 8 entries: -0.225, -0.413, -0.215, -0.252, 0.342, 0.268, -0.070, 0.379

No. 4
This record from OMol25 describes a cluster of 4 separate species, C2H14NO4 in total. The level of theory is ωB97M-V/def2-TZVPD.

The calculation puts the electronic energy at -11975.4427 eV. The calculation puts the strongest force on any atom at 1.58 eV/A. Its LUMO energy is -2.867 eV. As for the highest occupied orbital energy: -0.534 hartree. The charge is +1. The calculation puts the orbital gap at 11.67 eV.

```
21
C2H14NO4 ωB97M-V/def2-TZVPD
C 0.315 -1.385 1.369
O 1.054 -0.427 0.645
C -1.131 -1.113 0.946
N -1.163 -0.761 -0.541
H 0.307 -1.262 2.451
H 0.747 -2.364 1.129
H 1.639 -0.759 -0.056
H -1.841 -1.960 1.025
H -1.486 -0.209 1.446
H -2.073 -0.946 -0.998
H -0.527 -1.337 -1.080
H -0.898 0.242 -0.716
H 1.795 -1.104 -2.748
H 1.102 0.269 -2.449
O 1.132 -0.665 -2.193
H 0.850 2.037 1.811
H -0.129 3.252 1.694
O 0.059 2.365 1.367
H -0.103 2.539 -1.637
H 0.259 1.898 -0.254
O 0.093 1.692 -1.211
```

Mulliken atomic charge list, values in e, 8 entries: -0.398, -0.461, -0.463, -0.188, 0.275, 0.349, 0.306, 0.367

No. 5
This record from OMol25 describes a cluster of 4 separate species, C2H14NO4 in total. The level of theory is ωB97M-V/def2-TZVPD.

The calculation puts the electronic energy at -11974.1444 eV. The calculation puts the strongest force on any atom at 5.58 eV/A. Its LUMO energy is -2.920 eV. As for the highest occupied orbital energy: -0.527 hartree. The charge is +1. The calculation puts the orbital gap at 11.41 eV.

```
21
C2H14NO4 ωB97M-V/def2-TZVPD
C 1.101 0.357 1.132
O 0.620 1.693 0.965
C -0.045 -0.460 1.877
N -1.038 -0.846 0.872
H 2.160 0.448 1.622
H 1.159 0.015 0.047
H 1.336 2.260 1.151
H 0.327 -1.370 2.411
H -0.350 0.237 2.622
H -0.550 -1.334 0.024
H -1.526 -0.015 0.366
H -1.841 -1.437 1.361
H -0.005 -2.177 -2.036
H 0.934 -1.112 -1.696
O 0.319 -1.698 -1.306
H -2.243 1.726 -0.977
H -2.820 0.332 -1.603
O -2.287 0.747 -0.867
H 1.137 1.170 -1.396
H 2.260 0.971 -2.510
O 1.353 0.493 -2.062
```

Mulliken atomic charge list, values in e, 8 entries: 0.031, -0.521, -0.654, -0.225, 0.458, -0.117, 0.308, 0.379

No. 6
This record from OMol25 describes a cluster of 5 separate species, C2H14NO4 in total. The level of theory is ωB97M-V/def2-TZVPD.

The calculation puts the electronic energy at -11973.5663 eV. The calculation puts the strongest force on any atom at 5.86 eV/A. Its LUMO energy is -2.892 eV. As for the highest occupied orbital energy: -0.505 hartree. The charge is +1. The calculation puts the orbital gap at 10.85 eV.

```
21
C2H14NO4 ωB97M-V/def2-TZVPD
C 1.658 -0.110 1.888
C 1.991 -1.462 1.950
N 0.639 0.337 0.897
H 2.215 0.502 2.581
H 2.691 -1.856 2.619
H 1.684 -2.219 1.310
H 0.765 0.140 -0.043
H -0.335 -0.041 1.281
H 0.615 1.335 0.984
H 1.097 -3.178 -4.407
H 0.287 -4.378 -3.926
O 0.717 -3.594 -3.605
H -0.382 2.058 -1.131
H -1.772 1.658 -0.907
O -0.854 1.339 -0.635
H -2.188 -1.648 1.189
H -2.198 -1.106 2.645
O -1.578 -1.357 1.886
H -1.711 4.237 -2.265
H -1.762 5.143 -0.996
O -1.579 4.199 -1.315
```

Mulliken atomic charge list, values in e, 8 entries: -0.110, -0.734, -0.267, 0.313, 0.276, 0.296, 0.417, 0.426

No. 7
This record from OMol25 describes a cluster of 5 separate species, C2H14O5 in total. The level of theory is ωB97M-V/def2-TZVPD.

The calculation puts the electronic energy at -12539.1574 eV. As for the SMILES: CCO.O.O.O.O. The calculation puts the strongest force on any atom at 1.53 eV/A. Its LUMO energy is 0.615 eV. As for the highest occupied orbital energy: -0.381 hartree. The charge is 0. The calculation puts the orbital gap at 10.99 eV.

```
21
C2H14O5 ωB97M-V/def2-TZVPD
C -2.280 1.655 -0.597
C -1.259 1.169 0.401
O -1.345 -0.263 0.502
H -1.948 1.435 -1.619
H -2.348 2.746 -0.562
H -3.277 1.231 -0.508
H -0.256 1.521 0.139
H -1.454 1.516 1.414
H -1.255 -0.694 -0.360
O 0.611 -0.546 2.418
H 0.268 -1.068 3.129
H -0.102 -0.644 1.733
O 1.484 -0.116 -1.821
H 1.802 0.171 -0.935
H 2.192 -0.665 -2.163
O 2.654 0.635 0.648
H 2.110 0.160 1.300
H 3.069 1.329 1.179
O -0.564 -2.039 -1.517
H -0.090 -2.863 -1.247
H 0.171 -1.442 -1.699
```

Mulliken atomic charge list, values in e, 8 entries: -1.226, -0.025, -0.610, 0.329, 0.373, 0.298, 0.169, 0.350

No. 8
This record from OMol25 describes a cluster of 5 separate species, C2H14O5 in total. The level of theory is ωB97M-V/def2-TZVPD.

The calculation puts the electronic energy at -12538.7845 eV. As for the SMILES: CCO.O.O.O.O. The calculation puts the strongest force on any atom at 1.20 eV/A. Its LUMO energy is 0.742 eV. As for the highest occupied orbital energy: -0.388 hartree. The charge is 0. The calculation puts the orbital gap at 11.29 eV.

```
21
C2H14O5 ωB97M-V/def2-TZVPD
C -2.967 0.681 0.122
C -1.745 -0.195 0.359
O -0.596 0.285 -0.324
H -2.675 1.693 -0.124
H -3.621 0.710 0.991
H -3.524 0.306 -0.733
H -1.540 -0.346 1.417
H -1.899 -1.224 0.026
H -0.113 0.887 0.254
O 0.794 0.590 -2.972
H 0.556 1.170 -3.694
H 0.110 0.440 -2.308
O 2.519 -1.295 1.754
H 2.108 -1.361 0.878
H 3.168 -1.997 1.826
O 1.850 -1.466 -0.964
H 1.546 -0.580 -1.176
H 1.454 -1.969 -1.687
O 1.167 1.313 1.929
H 1.715 1.867 2.506
H 1.692 0.494 1.917
```

Mulliken atomic charge list, values in e, 8 entries: -0.980, -0.357, -0.340, 0.316, 0.319, 0.259, 0.314, 0.305

No. 9
This record from OMol25 describes a cluster of 6 separate species, C2H14O5 in total. The level of theory is ωB97M-V/def2-TZVPD.

The calculation puts the electronic energy at -12537.2869 eV. As for the SMILES: C=C.O.O.O.O.O. The calculation puts the strongest force on any atom at 3.60 eV/A. Its LUMO energy is 0.503 eV. As for the highest occupied orbital energy: -0.362 hartree. The charge is 0. The calculation puts the orbital gap at 10.35 eV.

```
21
C2H14O5 ωB97M-V/def2-TZVPD
C -1.297 -1.827 2.828
C -1.268 -0.569 3.311
H -1.066 -2.704 3.538
H -1.735 -1.952 1.912
H -1.376 -0.431 4.356
H -1.089 0.398 2.779
O 0.906 -1.117 -2.048
H 1.551 -0.588 -2.537
H 1.051 -1.158 -1.135
O 0.947 -0.459 0.883
H 0.693 -0.848 1.733
H 0.254 0.170 0.736
O 2.849 2.388 -1.998
H 3.094 3.378 -2.039
H 2.296 2.319 -1.210
O -0.693 1.653 -0.244
H -1.451 1.325 -0.734
H -0.829 2.581 -0.124
O -1.862 -0.690 -1.644
H -0.924 -0.853 -1.694
H -2.250 -1.465 -2.012
```

Mulliken atomic charge list, values in e, 8 entries: -0.486, -0.486, 0.217, 0.325, 0.236, 0.200, -0.711, 0.313

No. 10
This record from OMol25 describes an isolated molecule of C2H14Si6. The level of theory is ωB97M-V/def2-TZVPD.

The calculation puts the electronic energy at -49562.3231 eV. As for the SMILES: C1C[Si@H]2[SiH2][SiH2][Si@@H]1[SiH2][SiH2]2. The calculation puts the strongest force on any atom at 3.36 eV/A. Its LUMO energy is 0.229 eV. As for the highest occupied orbital energy: -0.330 hartree. The charge is 0. The calculation puts the orbital gap at 9.20 eV.

```
22
C2H14Si6 ωB97M-V/def2-TZVPD
C 0.158 1.044 1.718
C -0.491 -0.337 1.965
Si 0.053 -1.918 0.489
Si -1.818 -1.531 -0.841
Si -2.031 0.895 -1.015
Si -0.035 1.664 -0.154
Si 1.871 0.951 -1.124
Si 1.980 -1.222 -0.649
H -0.022 1.670 2.547
H 1.207 0.877 1.769
H -0.194 -0.584 3.008
H -1.508 -0.188 2.168
H 0.480 -3.302 0.861
H -2.974 -2.525 -1.215
H -1.064 -1.680 -2.029
H -2.865 0.931 -2.305
H -2.932 1.619 -0.077
H 0.104 3.055 -0.198
H 2.732 2.018 -0.584
H 1.637 1.555 -2.593
H 2.632 -1.746 -1.912
H 3.081 -1.247 0.171
```

Mulliken atomic charge list, values in e, 8 entries: -0.896, -1.052, 0.316, 0.275, 0.328, 0.246, 0.169, 0.367

No. 11
This record from OMol25 describes a cluster of 5 separate species, C2H15NO4 in total. The level of theory is ωB97M-V/def2-TZVPD.

The calculation puts the electronic energy at -11995.1826 eV. As for the spin multiplicity: 2. The calculation puts the strongest force on any atom at 3.94 eV/A. Its LUMO energy (alpha / beta) is 2.408 / 2.354 eV. As for the highest occupied orbital energy (alpha / beta): 0.028 / -0.256 hartree. The charge is -1. The calculation puts the orbital gap (alpha / beta) at 1.64 / 9.31 eV.

```
22
C2H15NO4 ωB97M-V/def2-TZVPD
C 3.512 1.313 0.128
C 2.417 0.215 0.330
N 0.945 0.698 0.396
H 3.403 1.590 -0.903
H 3.428 2.274 0.757
H 4.591 0.816 0.197
H 2.408 -0.522 -0.482
H 2.517 -0.129 1.388
H 0.580 0.610 -0.592
H 0.275 0.018 0.783
H 3.702 1.049 -4.582
H 2.395 1.671 -4.080
O 2.890 1.471 -4.887
H -4.347 -2.118 1.151
H -4.720 -1.899 -0.412
O -4.031 -2.313 0.257
H -1.228 -1.294 0.953
H -2.352 -1.745 -0.122
O -1.577 -1.223 -0.007
H -4.822 -0.825 3.692
H -5.084 0.661 3.130
O -4.902 -0.319 2.904
```

Mulliken atomic charge list, values in e, 8 entries: -0.812, -0.354, -0.760, 0.162, 0.291, 0.238, 0.304, 0.311

No. 12
This record from OMol25 describes a cluster of 5 separate species, C2H15NO4 in total. The level of theory is ωB97M-V/def2-TZVPD.

The calculation puts the electronic energy at -11986.9835 eV. As for the spin multiplicity: 2. The calculation puts the strongest force on any atom at 3.66 eV/A. Its LUMO energy (alpha / beta) is -4.187 / -10.002 eV. As for the highest occupied orbital energy (alpha / beta): -0.474 / -0.474 hartree. The charge is +1. The calculation puts the orbital gap (alpha / beta) at 8.71 / 2.89 eV.

```
22
C2H15NO4 ωB97M-V/def2-TZVPD
C -0.128 0.925 -1.914
C -1.247 0.575 -0.966
N -1.085 -0.710 -0.238
H 0.178 0.198 -2.662
H -0.576 1.771 -2.449
H 0.836 1.204 -1.474
H -1.357 1.272 -0.135
H -2.205 0.433 -1.517
H -1.923 -0.930 0.317
H -0.942 -1.526 -0.844
H -6.708 -2.299 -0.971
H -7.371 -1.047 -0.165
O -7.018 -1.407 -0.986
H 2.902 0.755 2.439
H 3.598 1.704 1.481
O 3.774 1.027 2.127
H 5.402 -0.593 2.009
H 5.458 -1.083 0.527
O 5.929 -1.079 1.375
H 1.216 0.915 1.352
H 0.357 -0.200 0.972
O 0.911 0.095 1.721
```

Mulliken atomic charge list, values in e, 8 entries: -0.986, -0.297, -0.272, 0.375, 0.320, 0.306, 0.371, 0.382

Energy relative to the best compared isomer or geometry (same formula, charge and spin) (kcal per mole)
125.63; 31.21; 48.36; 0.00; 29.94; 43.27; 0.00; 8.60; 43.13; 16.88; 36.61; 50.59